ORCA calculation (ωB97M-V/def2-TZVPD) on a cluster of 2 separate species, C3H9NO2 in total at a distorted geometry.

Its structure (SMILES) is CC=O.NCO. The calculation puts the lowest unoccupied orbital energy at 0.033 Ha. As for the energy relative to the best compared isomer or geometry (same formula, charge and spin): 41.1 kcal/mol. The calculated total energy is -324.907113 a.u. Its orbital gap is 10.681 eV.

The geometry in ORCA input format:
```
! RIJCOSX wB97M-V def2-TZVPD def2/J DEFGRID3
* xyz 0 1
O 0.8879 1.3679 -1.5776
H 0.2045 -1.5810 2.0903
H -0.8420 -1.4889 -0.1179
C 0.2228 -1.4444 0.1038
N 0.3740 -0.8465 1.4107
O 0.6882 -2.7867 0.0194
H 1.3314 -0.5775 1.5900
H -1.0090 1.2665 0.4700
H -1.6069 0.7632 -1.1521
H 0.7091 -0.8207 -0.6436
C 0.1477 2.0791 -0.9597
H -2.0213 2.2908 -0.4207
H 0.5421 3.0261 -0.5771
C -1.2075 1.5791 -0.5662
H 1.5791 -2.8269 0.3308
*
```